17
Properties=species:S:1:pos:R:3 method="wB97M-V/def2-TZVPD" gap_ha=0.4298 total_energy_ha=-400.5596 charge=+1 relative_energy_ev=0.681
O 0.39 -0.22 1.59
C 0.78 -0.08 0.47
O 2.08 0.03 0.16
C -0.06 -0.11 -0.77
C 0.54 -0.95 -1.90
N -1.43 -0.67 -0.51
H 2.52 0.05 1.02
H -0.15 0.90 -1.15
H -0.10 -0.88 -2.78
H 1.47 -0.60 -2.32
H 0.67 -1.99 -1.59
H -2.05 -0.26 -1.19
H -1.71 -0.53 0.47
H -1.44 -1.68 -0.70
H -1.47 1.79 1.84
H -2.63 2.04 0.74
O -1.76 1.69 0.93